Record 1
115
Properties=species:S:1:pos:R:3 method="wB97M-V/def2-TZVPD" spin_multiplicity=1 homo_lumo_gap_ev=9.33
C -5.0909 1.2373 1.6942
C -5.5457 1.4536 0.1520
C -4.6770 0.5634 -0.8569
C -5.4918 -0.8294 -1.0466
C -4.6065 -2.0034 -1.6667
C -3.3981 -2.5034 -0.7435
C -3.7230 -2.5757 0.8274
C -2.6173 -1.6987 1.5871
C -2.6689 -1.7920 3.1865
C -1.2451 -2.2467 3.7636
C -0.6549 -1.2928 4.9046
C -0.4693 0.2356 4.4690
C 0.0726 0.4505 2.9870
O 1.4661 0.0220 2.8015
C 1.7665 0.4347 1.4625
O 1.7781 -0.3655 0.5094
O 2.0088 1.8132 1.1788
N 3.3382 2.1693 1.3546
C 3.5039 2.8021 2.7018
C 2.6744 4.1540 2.8973
C 1.4117 4.0412 3.8751
C 1.7126 3.2980 5.2659
H -3.9695 0.9886 1.6517
H -5.1719 2.1934 2.3283
H -5.7240 0.3923 2.1134
H -6.6662 1.1960 0.1279
H -5.4613 2.5803 -0.0403
H -4.7419 1.0909 -1.8800
H -3.5992 0.4021 -0.5376
H -6.3028 -0.5880 -1.8291
H -6.0613 -1.1108 -0.0900
H -4.1264 -1.5715 -2.6239
H -5.2205 -2.9051 -2.0350
H -2.4263 -1.9159 -0.8769
H -3.1528 -3.5780 -1.0782
H -3.5509 -3.6651 1.1649
H -4.7950 -2.3298 1.1090
H -1.5980 -2.0783 1.2041
H -2.6586 -0.5978 1.2480
H -3.0446 -0.8135 3.6641
H -3.4765 -2.5717 3.4434
H -0.4307 -2.3797 2.9811
H -1.3988 -3.2772 4.2473
H -1.3216 -1.2961 5.8403
H 0.3677 -1.6899 5.2512
H -1.4152 0.8747 4.6164
H 0.3284 0.6772 5.1713
H 0.0339 1.5762 2.7774
H -0.5411 -0.0634 2.1750
H 3.9448 1.3289 1.2759
H 4.6202 3.0781 2.7791
H 3.3074 1.9970 3.4822
H 3.3675 5.0311 3.1691
H 2.2514 4.4321 1.8615
H 1.1259 5.1229 4.1535
H 0.4741 3.6134 3.3646
H 1.9754 2.1848 5.1333
H 2.5264 3.8045 5.8858
H 0.7228 3.2905 5.8568
C 6.5298 2.6935 -1.0872
N 7.4887 2.4520 0.0221
O 7.0407 1.9870 1.0551
O 8.6556 2.7362 -0.1844
H 5.5341 2.3978 -0.7624
H 6.5600 3.7565 -1.3223
H 6.8521 2.0923 -1.9362
C 3.6728 -1.9415 -1.6735
N 4.5887 -0.8143 -1.9795
O 5.7381 -0.8983 -1.5643
O 4.1244 0.1121 -2.6222
H 4.2168 -2.6886 -1.0993
H 2.8397 -1.5401 -1.0950
H 3.3330 -2.3567 -2.6214
C 8.8584 -0.7321 -3.4169
N 8.0985 -0.8443 -4.6885
O 8.0840 -1.9325 -5.2408
O 7.5429 0.1616 -5.0875
H 9.2987 -1.6993 -3.1836
H 9.6333 0.0193 -3.5621
H 8.1556 -0.4313 -2.6405
C 6.9979 -4.9320 -4.8726
N 6.2688 -5.0388 -3.5819
O 5.0558 -4.9085 -3.6088
O 6.9391 -5.2493 -2.5860
H 6.2801 -4.7448 -5.6668
H 7.7006 -4.1039 -4.7846
H 7.5165 -5.8754 -5.0368
C -5.6714 5.4564 3.8201
N -4.3635 4.7516 3.7951
O -3.3791 5.4064 3.5001
O -4.3731 3.5652 4.0727
H -5.5125 6.4993 3.5542
H -6.3216 4.9678 3.0956
H -6.0707 5.3718 4.8297
C 6.6458 -4.3120 -9.5099
N 6.8850 -5.2325 -8.3683
O 8.0403 -5.5287 -8.1189
O 5.9030 -5.6253 -7.7620
H 7.6035 -4.0461 -9.9522
H 6.0204 -4.8377 -10.2300
H 6.1423 -3.4288 -9.1193
C -6.8503 3.6445 -3.3442
N -7.8435 3.6397 -2.2392
O -8.5835 4.6044 -2.1456
O -7.8435 2.6678 -1.5061
H -6.9632 4.5652 -3.9130
H -5.8594 3.5869 -2.8953
H -7.0516 2.7766 -3.9705
C -9.2389 -2.9211 1.9715
N -8.3308 -1.7866 1.6618
O -7.1742 -1.8745 2.0387
O -8.8106 -0.8488 1.0519
H -8.6791 -3.6799 2.5144
H -10.0536 -2.5327 2.5808
H -9.6061 -3.3155 1.0252

***

Record 2
104
Properties=species:S:1:pos:R:3 method="wB97M-V/def2-TZVPD" spin_multiplicity=1 homo_lumo_gap_ev=8.90
C 1.8100 -0.5563 -0.3892
C 0.3343 -1.1590 0.0770
P 0.6673 -2.4872 1.4112
C 0.2138 -4.2588 0.7560
B -0.5075 -2.1246 2.8788
O -1.2927 -0.8949 3.1020
B -0.7772 -0.3338 4.4009
O 0.4003 -1.0535 5.0016
B -0.1304 -2.4526 5.1647
C -0.1867 -3.0840 6.6861
C 0.3743 -2.0699 7.8452
C 1.9402 -2.3162 8.2829
C 3.0468 -1.8847 7.1508
C 2.2043 -1.2967 9.5823
O -0.6180 -3.1840 3.9421
H 2.5041 -1.3958 -0.8751
H 2.3792 -0.1980 0.5758
H 1.6948 0.3905 -1.1048
H -0.3480 -0.3297 0.5972
H -0.2206 -1.6901 -0.8213
H 1.2212 -4.8584 0.5696
H -0.3610 -4.1228 -0.2547
H -0.4140 -4.8091 1.5933
H -1.2503 0.5945 4.9508
H -1.3384 -3.3010 6.9125
H 0.3442 -4.1505 6.7447
H 0.2567 -0.9288 7.6110
H -0.2729 -2.2764 8.8267
H 2.0112 -3.4611 8.6130
H 2.6455 -1.0998 6.3547
H 3.4157 -2.8610 6.5814
H 3.9561 -1.3655 7.7055
H 1.4932 -1.7184 10.4370
H 3.3304 -1.2370 9.8950
H 1.7687 -0.2457 9.2203
C 7.1717 -0.8038 -5.8746
O 5.7491 -0.7497 -5.9541
C 5.1157 -1.6517 -5.0475
C 3.7956 -1.0634 -4.5411
O 3.9653 -0.0205 -3.5685
C 4.4712 1.2281 -4.0581
C 3.4824 1.9923 -4.9448
O 3.4224 1.4051 -6.2445
C 2.1455 1.5440 -6.8485
H 7.5306 -1.7603 -6.2578
H 7.5712 0.0022 -6.4939
H 7.5049 -0.6474 -4.8478
H 5.7644 -1.8800 -4.1960
H 4.9151 -2.5779 -5.5991
H 3.2533 -1.8590 -4.0220
H 3.1527 -0.7354 -5.3597
H 5.4381 1.0953 -4.5442
H 4.6558 1.8353 -3.1646
H 3.8203 3.0262 -5.0677
H 2.4945 1.9942 -4.4665
H 1.3602 1.1581 -6.1892
H 2.1368 0.9492 -7.7662
H 1.9543 2.5898 -7.0978
C -2.9427 5.9309 -1.4045
O -2.2721 4.7543 -0.9584
C -1.6630 4.0326 -2.0283
C -0.3720 3.3595 -1.5539
O 0.7255 4.2707 -1.3882
C 0.6432 5.1678 -0.2732
C 0.7960 4.4804 1.0877
O -0.4060 3.7942 1.4368
C -0.1664 2.6388 2.2256
H -3.8218 5.6594 -1.9911
H -3.2606 6.4889 -0.5212
H -2.2676 6.5603 -1.9857
H -1.4425 4.6894 -2.8757
H -2.3777 3.2660 -2.3504
H -0.0541 2.6609 -2.3334
H -0.5276 2.7649 -0.6520
H -0.2608 5.7752 -0.3252
H 1.4860 5.8577 -0.3947
H 0.9809 5.2319 1.8617
H 1.6482 3.7896 1.0502
H 0.5543 1.9759 1.7341
H -1.1095 2.0945 2.3268
H 0.1914 2.9227 3.2174
C -7.7661 -0.9753 -2.4939
O -6.7612 -1.6552 -1.7448
C -6.2036 -2.7606 -2.4545
C -4.7237 -2.9331 -2.1006
O -3.8673 -1.9569 -2.7138
C -3.9569 -0.6216 -2.2004
C -3.3949 -0.4636 -0.7836
O -4.3106 -0.9897 0.1768
C -3.6583 -1.5184 1.3213
H -8.6462 -1.6115 -2.6003
H -8.0409 -0.0740 -1.9418
H -7.3816 -0.6781 -3.4704
H -6.3079 -2.6315 -3.5364
H -6.7590 -3.6553 -2.1489
H -4.3958 -3.8978 -2.4986
H -4.5626 -2.9737 -1.0220
H -4.9744 -0.2383 -2.2818
H -3.3426 -0.0118 -2.8725
H -3.2576 0.5986 -0.5578
H -2.4233 -0.9702 -0.7214
H -2.9021 -2.2561 1.0309
H -4.4070 -2.0275 1.9346
H -3.2033 -0.7154 1.9048

***

Record 3
101
Properties=species:S:1:pos:R:3 method="wB97M-V/def2-TZVPD" charge=-1 spin_multiplicity=1 homo_lumo_gap_ev=6.00
N 11.7081 -13.2885 -14.3434
H 11.9490 -12.3266 -14.5352
H 12.2342 -13.4362 -13.4940
H 12.0513 -13.9156 -15.0569
H 10.7104 -13.3381 -14.1944
N 14.2463 -11.7138 -16.7466
H 13.4282 -11.4830 -16.2010
H 13.8963 -11.3284 -17.6121
H 14.5463 -12.6626 -16.9191
H 14.9876 -11.0924 -16.4558
N 12.3092 -13.3995 -20.0309
H 12.6768 -13.3152 -20.9678
H 12.4189 -12.4662 -19.6607
H 12.9541 -13.9320 -19.4647
H 11.3802 -13.7958 -20.0323
C 13.1918 -17.1183 -16.8079
C 13.4362 -17.7828 -17.9893
C 13.8372 -17.0800 -19.2522
O 13.8115 -17.6434 -20.3943
C 14.1505 -15.7354 -19.2756
C 14.2182 -15.0202 -18.0578
C 13.4312 -15.6691 -16.7964
O 12.9721 -14.9034 -15.9244
O 14.6941 -13.8817 -18.0121
O 13.2637 -19.0592 -17.7797
H 12.9257 -17.6281 -15.8937
H 14.3818 -15.2131 -20.1921
O 12.7573 -10.9992 -19.0163
C 11.8015 -10.2956 -18.1421
C 11.1891 -10.7832 -16.7408
O 11.9257 -10.8684 -15.5074
H 10.8928 -10.1993 -18.7364
H 11.9917 -9.2237 -18.0882
H 10.7867 -11.7678 -16.9790
H 10.2765 -10.2254 -16.5305
C 16.0514 -11.7923 -20.7020
C 16.5935 -10.3593 -21.0134
N 15.6783 -9.5687 -21.7902
C 15.2629 -8.4521 -20.9368
C 16.2232 -7.3175 -20.6094
C 16.1409 -9.1756 -23.0806
C 16.4343 -10.3703 -23.9714
H 15.2018 -11.7255 -20.0224
H 16.7313 -12.5757 -20.3673
H 15.5355 -12.2892 -21.5236
H 16.8507 -9.8031 -20.1120
H 17.5247 -10.4919 -21.5642
H 14.7682 -8.6963 -19.9968
H 14.4922 -7.9519 -21.5232
H 16.6921 -6.8566 -21.4788
H 17.0784 -7.6296 -20.0100
H 15.5943 -6.5563 -20.1477
H 15.3990 -8.6453 -23.6775
H 16.9460 -8.4438 -23.0144
H 17.3059 -10.8555 -23.5322
H 15.7471 -11.2163 -23.9586
H 16.8449 -10.0689 -24.9351
C 15.1686 -8.0337 -17.2491
C 16.3448 -8.6000 -16.4240
N 15.9644 -9.7505 -15.5654
C 17.1026 -10.3996 -14.8891
C 18.0184 -11.1253 -15.8009
C 14.8891 -9.4069 -14.6254
C 15.2408 -8.1993 -13.7612
H 15.4315 -7.0246 -17.5662
H 14.1374 -7.8702 -16.9362
H 15.0324 -8.7083 -18.0944
H 16.9827 -9.0432 -17.1887
H 17.0232 -7.9629 -15.8565
H 17.6721 -9.5966 -14.4212
H 16.8515 -11.1067 -14.0985
H 17.4559 -11.8511 -16.3880
H 18.3563 -10.5383 -16.6549
H 18.8283 -11.6266 -15.2709
H 14.6918 -10.3593 -14.1335
H 13.9682 -9.0518 -15.0879
H 15.5629 -7.3602 -14.3779
H 15.9423 -8.3900 -12.9490
H 14.2595 -8.0095 -13.3265
C 12.6731 -11.3108 -11.8994
C 12.6791 -12.6002 -11.0584
N 12.9391 -13.8401 -11.8140
C 12.5611 -15.0516 -11.0888
C 11.2339 -15.1048 -10.5322
C 14.3910 -13.8431 -12.1354
C 14.7354 -14.5452 -13.4786
H 13.6734 -11.0506 -12.2455
H 12.3864 -10.5902 -11.1335
H 11.9429 -11.2941 -12.7085
H 13.2763 -12.4368 -10.1612
H 11.6592 -12.6487 -10.6770
H 12.6534 -15.9801 -11.6523
H 13.1667 -15.1664 -10.1898
H 11.1343 -14.5310 -9.6108
H 10.4322 -14.7840 -11.1974
H 11.0769 -16.1335 -10.2079
H 14.8942 -14.2331 -11.2507
H 14.7710 -12.8263 -12.2348
H 14.1346 -15.4420 -13.6297
H 15.7322 -14.9367 -13.6817
H 14.5802 -13.8389 -14.2942

***

Record 4
111
Properties=species:S:1:pos:R:3 method="wB97M-V/def2-TZVPD" spin_multiplicity=1 homo_lumo_gap_ev=8.95
N -1.6401 0.1021 5.4742
C -2.5097 -0.2515 6.6055
C -4.0445 -0.1096 6.3073
O -4.5279 0.8628 7.2366
C -4.8630 -1.4233 6.5364
C -5.1577 -2.3222 5.2751
P -6.3708 -3.5521 5.9413
O -6.3873 -3.5248 7.4055
O -6.1222 -5.0698 5.4867
O -7.8739 -3.2107 5.4479
C -3.7240 -2.7781 4.8016
C -3.4965 -4.2233 4.2576
C -2.0597 -4.5150 3.7564
C -0.9399 -4.0541 4.6906
Cl 0.5784 -3.7890 3.7413
C -3.4002 -1.8656 3.6180
O -2.3896 -1.5937 3.1097
O -4.5518 -1.2395 3.1191
C -5.6350 -1.6662 3.9493
N -6.1517 -2.8572 3.1808
P -7.1534 -0.5357 3.8425
O -6.7590 0.4337 2.5583
Br -7.2658 0.8684 5.5834
H -2.1454 0.4737 4.6845
H -1.0266 -0.6500 5.2010
H -2.2619 0.4324 7.4266
H -2.2302 -1.2607 6.9428
H -4.1699 0.2790 5.2901
H -4.6080 0.4320 8.0977
H -4.3178 -2.0261 7.2718
H -5.7812 -1.1227 7.0453
H -5.7206 -5.4874 6.2658
H -8.1343 -2.3399 5.7878
H -3.0915 -2.7431 5.6850
H -3.6756 -4.9048 5.0996
H -4.1948 -4.5330 3.4774
H -1.8981 -4.0126 2.7954
H -2.0117 -5.5836 3.5234
H -1.1432 -3.1203 5.2136
H -0.7006 -4.8146 5.4384
H -7.1305 -2.7405 2.9246
H -5.6064 -2.9482 2.3304
H -5.9741 0.9358 2.8430
C 1.1964 2.4339 0.8669
O 0.0060 1.8020 1.3078
C -0.8250 1.3052 0.2750
C -0.4118 -0.0701 -0.2760
C 0.7907 -0.0166 -1.2136
N -0.1319 -1.0235 0.8017
H 1.0515 2.9708 -0.0756
H 2.0006 1.7015 0.7655
H 1.4995 3.1490 1.6321
H -1.8163 1.2007 0.7265
H -0.9233 2.0456 -0.5304
H -1.2582 -0.4526 -0.8560
H 1.7311 0.1139 -0.6782
H 0.8741 -0.9473 -1.7750
H 0.6920 0.7970 -1.9356
H -0.9688 -1.1286 1.3693
H 0.5326 -0.5811 1.4326
C 2.9276 -3.2055 -7.3405
O 2.1657 -2.0084 -7.3855
C 0.9162 -2.0631 -6.7200
C 0.9913 -1.8441 -5.2000
C 1.5025 -3.0594 -4.4325
N 1.8215 -0.6849 -4.8560
H 2.2979 -4.0988 -7.3661
H 3.5638 -3.2188 -6.4528
H 3.5802 -3.2180 -8.2122
H 0.3244 -1.2486 -7.1473
H 0.3902 -2.9944 -6.9650
H -0.0276 -1.6462 -4.8526
H 2.5812 -3.1853 -4.5241
H 1.2854 -2.9510 -3.3692
H 1.0195 -3.9758 -4.7790
H 1.4219 0.1440 -5.2890
H 2.7152 -0.7974 -5.3292
C 1.6813 5.5189 3.5161
O 2.7618 4.8697 2.8679
C 3.4615 5.6737 1.9348
C 4.5139 6.6076 2.5553
C 3.9168 7.8381 3.2307
N 5.3645 5.9044 3.5210
H 1.1763 6.2299 2.8564
H 2.0219 6.0223 4.4234
H 0.9652 4.7528 3.8157
H 3.9834 4.9694 1.2803
H 2.7580 6.2284 1.3003
H 5.1502 6.9626 1.7390
H 3.4709 7.6064 4.1977
H 4.6939 8.5820 3.4099
H 3.1521 8.3002 2.6022
H 5.8406 5.1420 3.0458
H 4.7504 5.4322 4.1807
C 5.9635 2.3711 -9.0978
O 4.7899 1.7279 -8.6358
C 3.9421 1.2277 -9.6549
C 4.3565 -0.1411 -10.2195
C 5.5403 -0.0730 -11.1799
N 4.6655 -1.0969 -9.1524
H 5.7923 2.9099 -10.0340
H 6.7759 1.6513 -9.2215
H 6.2718 3.0880 -8.3363
H 2.9616 1.1124 -9.1850
H 3.8216 1.9703 -10.4546
H 3.5031 -0.5285 -10.7844
H 6.4892 0.0634 -10.6610
H 5.6190 -1.0024 -11.7453
H 5.4207 0.7432 -11.8962
H 3.8384 -1.2089 -8.5713
H 5.3373 -0.6497 -8.5324

***

| no. | E_tot (eV) | HOMO energy (eV) | LUMO energy (eV) |
| --- | --- | --- | --- |
| 1 | -80236.7078 | -9.30 | 0.04 |
| 2 | -63851.6965 | -8.49 | 0.41 |
| 3 | -49204.1603 | -3.75 | 2.24 |
| 4 | -160605.9014 | -8.77 | 0.18 |